(1)
{"formula": "C3H6N3P", "method": "ωB97M-V/def2-TZVPD", "symbols": ["C", "P", "N", "C", "C", "N", "N", "H", "H", "H", "H", "H", "H"], "positions_angstrom": [[0.584, -1.396, -1.458], [0.234, -1.127, 0.393], [0.079, 0.629, 0.546], [0.784, 1.674, 1.030], [-0.072, 2.742, 1.172], [-1.264, 2.437, 0.729], [-1.324, 1.273, 0.335], [-0.176, -2.070, -2.006], [1.619, -1.899, -1.590], [0.610, -0.334, -1.920], [-1.239, -1.380, 0.320], [1.905, 1.598, 1.184], [0.122, 3.848, 1.425]], "forces_ev_per_a": [[0.6056, 0.2784, -0.8772], [-1.0486, -0.1595, -0.6539], [-2.7390, 1.8195, -0.5643], [1.7860, -0.7630, 0.2787], [3.0707, 3.4013, 0.9017], [-1.5356, -0.0866, -0.3949], [0.7854, -3.3019, -0.4498], [1.0299, 1.2611, 1.0310], [-1.6597, 0.9794, 0.2826], [-0.0841, -1.9003, 0.4608], [1.5078, 0.5070, 0.1340], [-1.7536, 0.1941, 0.0416], [0.0353, -2.2296, -0.1903]], "nbo_charge": [-0.957, 0.739, -0.556, -0.018, -0.169, -0.191, -0.036, 0.249, 0.234, 0.251, -0.003, 0.235, 0.224], "e_above_lowest_ev": 2.3884, "e_homo_ev": -9.209, "smiles": "CPn1ccnn1", "lumo_energy_ha": 0.028, "total_energy_ha": -623.4511, "largest_force_ev_per_a": 4.7}


(2)
{"formula": "C3H6N3S", "method": "ωB97M-V/def2-TZVPD", "symbols": ["S", "C", "N", "C", "C", "N", "N", "H", "H", "H", "H", "H", "H"], "positions_angstrom": [[2.413, -0.361, 1.855], [1.165, -0.341, 0.874], [-0.175, -0.275, 1.232], [-0.993, -0.019, 0.156], [-0.714, 1.159, -0.709], [-0.073, -0.155, -1.006], [1.189, -0.353, -0.545], [-0.460, -0.360, 2.184], [-1.965, -0.589, 0.145], [-1.439, 1.606, -1.386], [-0.066, 1.906, -0.163], [-0.406, -0.882, -1.796], [1.524, -1.336, -0.841]], "forces_ev_per_a": [[0.6588, -0.2021, 0.1902], [-0.8411, 0.3418, 1.0282], [1.2293, 0.1133, -0.0452], [-2.8233, -0.8783, -0.1202], [0.1793, 1.1795, 1.3559], [-2.8673, -1.9712, -2.9333], [3.1099, -2.7345, -0.5151], [-0.1920, 0.0618, 0.3929], [1.0072, 0.8540, -0.2461], [0.1900, -0.5627, -0.1458], [-0.2605, -1.0224, -1.1930], [0.8894, 2.6619, 1.8874], [-0.2799, 2.1589, 0.3441]], "nbo_charge": [0.110, 0.118, -0.619, 0.107, -0.245, -0.222, -0.440, 0.462, 0.259, 0.277, 0.278, 0.487, 0.427], "charge": 1, "e_above_lowest_ev": 2.8049, "e_homo_ev": -13.043, "smiles": "S=C1N[C@H]2C[N@H+]2N1", "lumo_energy_ha": -0.156, "total_energy_ha": -680.0079, "largest_force_ev_per_a": 4.6}


(3)
{"formula": "C3H6N3S2", "method": "ωB97M-V/def2-TZVPD", "symbols": ["N", "C", "N", "S", "N", "C", "S", "C", "H", "H", "H", "H", "H", "H"], "positions_angstrom": [[1.900, -0.448, -0.002], [0.758, 0.268, 0.084], [0.784, 1.479, -0.466], [-0.443, 2.546, 0.054], [-1.384, 1.245, 0.456], [-2.002, 0.373, -0.503], [-3.335, -0.639, -0.083], [-0.552, 0.019, 0.577], [1.949, -1.300, 0.515], [2.875, -0.132, -0.189], [1.717, 1.818, -0.799], [-1.599, 0.187, -1.577], [-3.629, 0.228, 0.909], [-0.829, -0.534, 1.452]], "forces_ev_per_a": [[0.0213, -0.5220, 0.7144], [1.3384, 0.9469, -1.1589], [2.6060, 0.6317, -1.0653], [-0.1153, 0.9660, -0.1702], [-1.0524, -0.9897, -0.1955], [3.5228, -1.9212, -1.0433], [-0.4814, 1.0143, 0.2687], [-1.7250, 0.2950, 0.3105], [-0.3486, -0.6971, 0.1102], [-1.6322, 0.4705, -0.0057], [-1.4879, -0.0961, 0.2232], [-0.6195, 0.9754, 1.8723], [-0.3645, -0.4110, 0.1236], [0.3384, -0.6628, 0.0159]], "nbo_charge": [-0.741, 0.477, -0.715, 0.728, -0.589, -0.106, 0.183, -0.215, 0.423, 0.439, 0.439, 0.257, 0.156, 0.263], "charge": 1, "e_above_lowest_ev": 1.2399, "e_homo_ev": -12.542, "smiles": "[NH2+]=C1NSN2[C@H](S)[C@@H]12", "lumo_energy_ha": -0.167, "total_energy_ha": -1078.1999, "largest_force_ev_per_a": 4.1}


(4)
{"formula": "C3H6N4O", "method": "ωB97M-V/def2-TZVPD", "symbols": ["C", "C", "C", "N", "N", "N", "N", "O", "H", "H", "H", "H", "H", "H"], "positions_angstrom": [[-2.493, 0.987, -0.019], [-0.358, 0.249, 0.096], [2.037, 0.620, -0.107], [-1.154, 1.205, 0.060], [-2.300, -1.299, -0.017], [1.063, -1.597, -0.042], [0.855, -0.199, 0.081], [-2.968, -0.228, -0.048], [-3.178, 1.807, -0.070], [2.492, 0.874, 0.852], [2.741, 0.045, -0.705], [1.771, 1.540, -0.624], [1.321, -1.990, 0.863], [0.172, -2.013, -0.321]], "forces_ev_per_a": [[0.9538, 0.9758, 0.0348], [-2.4269, -2.4153, 0.0018], [0.2065, 0.1873, -0.0098], [-0.0537, 0.7205, -0.0369], [2.2530, -0.3141, 0.1211], [0.0266, -0.3183, -0.0648], [0.6533, 0.0367, -0.0007], [-1.2160, 0.7440, -0.0755], [-0.3397, -0.1156, 0.0111], [0.0339, -0.0205, -0.0278], [-0.0078, 0.0752, -0.0113], [-0.0286, 0.0234, -0.0121], [-0.2193, 0.1994, -0.0315], [0.1649, 0.2216, 0.1018]], "nbo_charge": [0.256, 0.495, -0.417, -0.550, -0.181, -0.632, -0.303, -0.240, 0.189, 0.199, 0.227, 0.215, 0.353, 0.389], "e_above_lowest_ev": 8.1448, "e_homo_ev": [-8.214, -7.012], "lumo_energy_ha": [0.018, 0.031], "total_energy_ha": -411.9096, "largest_force_ev_per_a": 3.4}